Record 1
Below is a 6-piece molecular cluster, C34H35BF3N5O13P overall at a distorted geometry, with properties calculated with ωB97M-V/def2-TZVPD.

```
! RIJCOSX wB97M-V def2-TZVPD def2/J DEFGRID3
* xyz 1 1
C -0.74507 4.32165 1.34642
C -1.58970 3.54160 0.17786
O -2.02415 2.17919 0.52328
B -0.88943 1.28837 0.83700
O -0.92081 0.63305 2.18964
P 0.62484 0.94845 -0.31136
C 2.26676 1.61249 0.47681
O 3.46987 1.28773 -0.30324
C 3.52664 2.00695 -1.58344
F 2.59596 3.15075 -1.71045
F 3.28975 1.06926 -2.72061
F 4.92180 2.54621 -1.79446
H -0.64240 5.45533 0.98715
H 0.37800 3.94403 1.46591
H -1.30204 4.38296 2.39140
H -2.58793 4.17482 0.01161
H -0.98247 3.62647 -0.82448
H -1.71352 -0.00596 2.13055
H 0.80225 -0.50850 -0.37822
H 0.42922 1.37780 -1.67626
H 2.36859 1.01223 1.50394
H 2.20623 2.74686 0.78603
C 3.37572 4.51404 -6.61396
C 3.03876 4.08606 -5.32888
C 1.73079 3.68937 -5.04385
C 0.76487 3.72105 -6.05912
C 1.09860 4.15756 -7.34813
C 2.40930 4.55453 -7.62044
N -0.60579 3.28114 -5.77233
O -0.86617 2.91995 -4.61499
O -1.42269 3.29208 -6.70431
H 4.39821 4.81704 -6.83285
H 3.79717 4.05871 -4.54938
H 1.48420 3.35835 -4.03738
H 0.35777 4.19187 -8.14420
H 2.67901 4.89210 -8.61871
C 7.32811 5.12224 0.06192
C 8.33599 5.57642 0.91400
C 8.72902 4.80281 2.00782
C 8.10630 3.56819 2.23737
C 7.08887 3.11335 1.38799
C 6.70240 3.89712 0.29895
N 8.53259 2.73867 3.37079
O 9.42270 3.18445 4.11017
O 7.98135 1.63885 3.52102
H 7.02896 5.72637 -0.79291
H 8.81788 6.53301 0.72355
H 9.51607 5.17076 2.66244
H 6.59370 2.15946 1.55727
H 5.91568 3.55138 -0.36796
C -5.07000 -1.33809 6.26381
C -6.11185 -2.01985 5.63302
C -6.23771 -1.97439 4.24324
C -5.30768 -1.24354 3.49113
C -4.26530 -0.55187 4.12240
C -4.15138 -0.60243 5.51313
N -5.41966 -1.21276 2.02792
O -6.36662 -1.82178 1.50824
O -4.55904 -0.58341 1.39601
H -4.97268 -1.38112 7.34727
H -6.82473 -2.58984 6.22503
H -7.05513 -2.51116 3.76673
H -3.53946 0.02324 3.55132
H -3.34388 -0.07136 6.01230
C 3.85367 -2.80488 -4.85431
C 3.15165 -1.87666 -4.08379
C 1.89300 -2.20004 -3.57328
C 1.34635 -3.46332 -3.83796
C 2.04559 -4.39426 -4.61763
C 3.30230 -4.05838 -5.12510
N 0.03480 -3.81859 -3.28289
O -0.56077 -2.96092 -2.61401
O -0.39983 -4.95658 -3.51119
H 4.83721 -2.55022 -5.24549
H 3.58735 -0.90121 -3.87833
H 1.35867 -1.46565 -2.97451
H 1.63102 -5.37643 -4.83494
H 3.85434 -4.77528 -5.72888
C -8.30605 -8.46826 3.30479
C -8.97489 -7.56801 4.13566
C -8.26052 -6.57952 4.81533
C -6.87081 -6.49845 4.65132
C -6.19584 -7.40575 3.82385
C -6.92068 -8.39178 3.15152
N -6.11744 -5.44567 5.34310
O -6.74812 -4.67410 6.08109
O -4.89522 -5.38599 5.14651
H -8.86808 -9.23376 2.77249
H -10.05458 -7.63494 4.25118
H -8.79647 -5.88547 5.45907
H -5.11702 -7.35737 3.69137
H -6.40626 -9.09888 2.50450
*
```

Output
**Electronic energy**: -87987.8683 eV
**Orbital gap**: 6.57 eV
**E_LUMO**: -4.86 eV

These are the Mulliken partial charges, in e, on atoms 1 to 5: atom 1 (C): -0.75, atom 2 (C): -0.15, atom 3 (O): -0.46, atom 4 (B): 0.67, atom 5 (O): -0.57

---

Record 2
Below is an isolated ion of composition C23H36N3O and charge +1, with properties calculated with ωB97M-V/def2-TZVPD.

```
! RIJCOSX wB97M-V def2-TZVPD def2/J DEFGRID3
* xyz 1 1
C 3.90288 1.30886 2.79193
C 3.19349 0.27825 1.90515
C 3.22307 0.85328 0.48383
C 3.94158 -1.07639 2.01075
C 3.48251 -2.05807 0.92823
C 2.03482 -2.37618 1.35109
C 1.88093 -1.62285 2.68045
C 3.29812 -1.71511 3.24081
C 1.75431 -0.10313 2.42345
C 1.30177 0.61857 3.69721
N 0.72552 0.19466 1.41746
C -0.50441 -0.26887 1.43320
O -1.01346 -1.04296 2.23998
C -1.43642 0.20844 0.28699
N -2.68703 -0.53637 0.50652
C -3.88812 0.29760 0.70285
C -4.39277 0.81558 -0.66144
N -3.35782 0.56827 -1.64394
C -3.49530 1.31514 -2.88803
C -2.19961 1.25013 -3.65443
C -1.04514 1.78261 -3.09134
C 0.16281 1.70796 -3.76035
C 0.22885 1.10407 -5.00557
C -0.91712 0.57846 -5.57630
C -2.12472 0.64622 -4.90128
C -3.22461 -0.85902 -1.87276
C -2.95474 -1.55478 -0.52584
H 4.88585 1.51519 2.37527
H 4.04641 0.95200 3.80569
H 3.35533 2.24676 2.82829
H 2.69036 0.24458 -0.24245
H 4.25911 0.91249 0.15849
H 2.82423 1.86781 0.46950
H 5.02125 -0.94935 2.04563
H 3.55726 -1.66318 -0.08120
H 4.10279 -2.95277 0.97064
H 1.89505 -3.44356 1.51557
H 1.30621 -2.06328 0.60290
H 1.08223 -2.00879 3.30893
H 3.44647 -1.16288 4.16340
H 3.61653 -2.74346 3.39256
H 0.31933 0.24629 3.97961
H 1.97551 0.43436 4.52443
H 1.23267 1.69110 3.53455
H 0.98424 0.86486 0.70878
H -1.00949 -0.00842 -0.69076
H -1.60718 1.28197 0.35646
H -2.41050 -1.02997 1.43637
H -4.65209 -0.30932 1.19175
H -3.63322 1.11968 1.37230
H -4.58243 1.88793 -0.60705
H -5.34137 0.32219 -0.92829
H -3.71010 2.35452 -2.62764
H -4.32464 0.93596 -3.50359
H -1.10519 2.27304 -2.13006
H 1.05276 2.13105 -3.31789
H 1.16935 1.05118 -5.53163
H -0.87276 0.11472 -6.54954
H -3.01628 0.23504 -5.35197
H -2.39616 -1.01133 -2.56771
H -4.12975 -1.28545 -2.33613
H -3.82088 -2.13571 -0.20456
H -2.10031 -2.22962 -0.58929
*
```

Output
**Electronic energy**: -30948.1065 eV
**SMILES**: CC1(C)[C@@H]2CC[C@@H](C2)[C@]1(C)NC(=O)C[NH+]1CCN(Cc2ccccc2)CC1
**Orbital gap**: 9.65 eV
**E_LUMO**: -2.25 eV
**Energy relative to the best compared isomer or geometry (same formula, charge and spin)**: 0.369 eV

These are the natural (NBO) partial charges, in e, on atoms 1 to 5: atom 1 (C): -0.62, atom 2 (C): 0.00, atom 3 (C): -0.64, atom 4 (C): -0.23, atom 5 (C): -0.42

---

Record 3
Below is a 9-piece molecular cluster, C44H65Br2F8IN3O28S2 overall at a distorted geometry, with properties calculated with ωB97M-V/def2-TZVPD.

```
! RIJCOSX wB97M-V def2-TZVPD def2/J DEFGRID3
* xyz 1 1
C 0.06411 2.20192 -4.76500
C -0.52344 0.84470 -4.28771
S -1.92070 1.16019 -3.19228
C -1.78927 0.18229 -1.64457
C -0.41236 -0.30661 -1.20207
C -0.53822 -1.72682 -0.65142
Br -0.99709 -3.02800 -2.09478
C -1.70281 -1.90315 0.39810
N -1.37479 -2.75895 1.51528
O 0.63501 -2.21195 -0.05429
C 1.79445 -1.59195 -0.49728
Br 2.35122 -2.10353 -2.31065
C 1.81277 -0.07042 -0.17231
C 3.16333 0.50471 -0.61803
I 3.48639 1.31284 -2.60116
C 3.85733 1.46750 0.36475
C 3.80165 1.00835 1.82482
N 0.45243 0.59444 -0.35297
C -0.07050 0.75082 1.07573
C -1.35907 1.48241 1.38798
C -1.34713 1.74020 2.93374
C -1.30117 3.22801 3.28473
C -2.08683 3.52001 4.56446
N -1.90496 2.48355 5.58051
C 0.42219 1.94676 -0.99395
C 1.19787 3.08418 -0.33540
C 0.38491 4.38741 -0.13335
C 1.09864 5.54121 -0.86646
S 0.48691 7.10968 -0.27299
O 0.95382 7.28625 1.06734
O 0.78481 8.16860 -1.15651
O -1.09955 6.94449 -0.20331
H 0.25507 2.21081 -5.83033
H 0.94090 2.47108 -4.18440
H -0.66694 2.97423 -4.54128
H 0.30887 0.25272 -3.90546
H -0.86133 0.33574 -5.18209
H -2.44989 -0.66122 -1.78918
H -2.31996 0.79159 -0.92224
H 0.13826 -0.38786 -2.13706
H -2.01720 -0.94787 0.80706
H -2.56518 -2.34803 -0.07709
H -0.71684 -2.33594 2.15237
H -1.08572 -3.67989 1.21597
H 2.57977 -2.01756 0.10809
H 1.94782 -0.16918 0.89759
H 3.84043 -0.33763 -0.61720
H 3.60732 2.50868 0.22401
H 4.90221 1.42386 0.06449
H 4.74170 1.27485 2.29722
H 3.60122 -0.04918 1.97359
H 3.04826 1.60280 2.34261
H -0.11156 -0.23370 1.52757
H 0.67940 1.26755 1.66352
H -1.45590 2.46467 0.93989
H -2.29242 0.96169 1.19379
H -0.48350 1.26722 3.40199
H -2.21844 1.28687 3.38855
H -0.27889 3.59031 3.40045
H -1.76606 3.83984 2.50966
H -1.76817 4.50162 4.92903
H -3.14625 3.60353 4.32701
H -0.91385 2.38864 5.78326
H -2.39169 2.74773 6.42689
H 0.65763 1.80994 -2.03964
H -0.58893 2.32279 -1.06316
H 2.00505 3.34281 -1.01221
H 1.67436 2.84710 0.60906
H -0.61809 4.34172 -0.55118
H 0.34936 4.63233 0.92527
H 0.86791 5.50201 -1.92703
H 2.17160 5.48521 -0.73397
H -1.29848 6.55700 0.67040
C -1.70731 9.18688 4.08546
C -2.43311 7.89706 4.38241
O -1.85339 7.48890 5.60245
C -1.45172 8.62641 6.25452
O -1.16470 8.67744 7.39912
O -1.43825 9.68199 5.39999
F -2.18339 6.94837 3.43813
H -0.76615 9.01191 3.56072
H -2.30681 9.89294 3.51670
H -3.51158 8.00244 4.50844
C -5.85725 -3.25866 2.75440
C -5.47536 -3.00053 4.19261
O -4.55637 -1.92486 4.07305
C -4.90138 -1.23349 2.95686
O -4.51510 -0.13928 2.69917
O -5.74504 -1.94953 2.17873
F -4.84671 -4.06157 4.74500
H -5.15514 -3.93387 2.26405
H -6.86530 -3.64861 2.64327
H -6.30350 -2.69869 4.83546
C 4.26025 2.18036 7.14468
C 4.50987 1.92179 5.67873
O 3.25749 1.40589 5.24592
C 2.30471 1.95536 6.05347
O 1.14191 1.95311 5.80918
O 2.86305 2.50445 7.15305
F 5.46182 0.98421 5.48442
H 4.43315 1.29040 7.75053
H 4.85232 3.00133 7.53944
H 4.75768 2.81185 5.09753
C 8.15142 3.34018 -0.30396
C 9.39102 3.24806 0.54917
O 8.85116 3.10360 1.85697
C 7.64753 2.48998 1.72334
O 7.03938 1.98905 2.61549
O 7.22668 2.52050 0.44120
F 10.12372 4.38556 0.49613
H 7.76510 4.37017 -0.37306
H 8.29609 2.94966 -1.30843
H 10.03837 2.39661 0.33293
C -1.13381 -5.55955 -4.41541
C -0.39426 -6.84360 -4.13042
O -1.40290 -7.81891 -4.30849
C -2.29125 -7.31623 -5.21328
O -3.10725 -7.95669 -5.78271
O -2.10718 -5.97818 -5.37308
F 0.05203 -6.89157 -2.85195
H -1.63956 -5.17636 -3.52716
H -0.49419 -4.78088 -4.82484
H 0.43540 -7.04992 -4.80846
C -5.66896 -9.89590 -5.67171
C -7.06650 -9.35779 -5.51232
O -7.64145 -10.26430 -4.58328
C -6.62043 -10.74096 -3.80955
O -6.77200 -11.31223 -2.78017
O -5.42419 -10.46642 -4.37138
F -7.76829 -9.40940 -6.67072
H -5.61907 -10.68177 -6.43196
H -4.93768 -9.12530 -5.89993
H -7.12339 -8.34528 -5.10750
C -6.93919 -15.00898 -8.02092
C -6.56184 -14.75866 -6.58069
O -5.69627 -13.63903 -6.68604
C -6.07949 -12.94338 -7.79156
O -5.74928 -11.82702 -8.02755
O -6.89310 -13.68810 -8.57354
F -5.88012 -15.79889 -6.04989
H -6.20962 -15.64155 -8.52789
H -7.92846 -15.44416 -8.13312
H -7.39951 -14.50759 -5.92817
C 8.17484 7.83173 1.62274
C 7.60169 8.84985 0.66601
O 7.66693 8.16375 -0.57874
C 7.57657 6.84242 -0.30631
O 7.34376 5.99722 -1.11497
O 7.78053 6.59741 1.00587
F 8.36104 9.96241 0.59970
H 9.26283 7.88291 1.67001
H 7.76951 7.91361 2.62729
H 6.56717 9.13191 0.86808
*
```

Output
**Electronic energy**: -300071.2512 eV
**Orbital gap**: 8.37 eV
**E_LUMO**: -2.33 eV

These are the Mulliken partial charges, in e, on atoms 1 to 5: atom 1 (C): -1.15, atom 2 (C): -0.03, atom 3 (S): -0.35, atom 4 (C): -0.69, atom 5 (C): -0.35

---

Number 1: HOMO level -0.420 Eh. Number 2: HOMO level -0.437 Eh. Number 3: HOMO level -0.393 Eh.